# 1
Computed, not measured: a molecular structure, C34H55BBaF4N3O14 at a distorted geometry, with ωB97M-V with the def2-TZVPD basis set.

XYZ file:
```
112
C34H55BBaF4N3O14 (ωB97M-V with the def2-TZVPD basis set)
Ba -0.137 1.979 2.479
B 0.761 0.053 0.062
F -0.075 -0.257 1.186
F 2.024 -0.500 0.224
F 0.152 -0.421 -1.088
F 0.848 1.478 0.069
C 3.496 -3.161 -0.066
C 4.113 -4.219 0.595
C 3.674 -5.514 0.394
C 2.584 -5.725 -0.411
C 1.963 -4.691 -1.095
C 2.437 -3.400 -0.930
N 2.006 -7.071 -0.491
O 0.850 -7.159 -0.871
O 2.691 -7.993 -0.117
H 3.867 -2.169 0.153
H 4.944 -4.021 1.257
H 4.191 -6.343 0.859
H 1.124 -4.883 -1.749
H 2.004 -2.571 -1.472
C 3.216 0.039 -4.626
C 2.850 0.081 -3.281
C 3.342 1.095 -2.471
C 4.183 2.042 -3.016
C 4.592 1.991 -4.333
C 4.072 0.996 -5.155
N 4.688 3.110 -2.142
O 4.407 3.052 -0.951
O 5.377 3.973 -2.633
H 2.801 -0.737 -5.258
H 2.208 -0.686 -2.875
H 2.991 1.133 -1.452
H 5.226 2.779 -4.716
H 4.312 0.994 -6.210
C -1.157 -4.730 0.189
C -1.000 -3.351 0.099
C -2.079 -2.536 -0.214
C -3.315 -3.119 -0.405
C -3.491 -4.487 -0.330
C -2.394 -5.299 -0.071
N -4.492 -2.261 -0.557
O -4.305 -1.053 -0.582
O -5.577 -2.794 -0.637
H -0.323 -5.339 0.513
H -0.052 -2.865 0.287
H -1.904 -1.480 -0.348
H -4.462 -4.934 -0.493
H -2.548 -6.369 -0.061
C 1.665 3.882 5.103
O 1.126 4.002 3.788
C 1.215 5.326 3.265
C 0.537 5.463 1.910
O 0.813 4.410 1.018
C 1.831 4.642 0.074
H 1.161 4.577 5.780
H 2.739 4.066 5.106
H 1.436 2.873 5.437
H 2.284 5.543 3.129
H 0.793 6.062 3.955
H 0.820 6.449 1.526
H -0.554 5.513 2.021
H 2.756 5.022 0.518
H 1.508 5.360 -0.689
H 2.043 3.699 -0.425
C -2.917 -0.286 3.602
O -2.428 0.580 2.596
C -3.424 0.957 1.616
C -2.876 1.474 0.328
O -2.142 2.688 0.520
C -1.803 3.338 -0.700
H -3.680 0.215 4.215
H -2.079 -0.585 4.225
H -3.400 -1.169 3.174
H -3.907 1.783 2.171
H -4.220 0.230 1.468
H -3.674 1.534 -0.419
H -2.161 0.786 -0.149
H -0.814 3.035 -1.049
H -1.788 4.414 -0.516
H -2.550 3.155 -1.475
C -1.997 0.157 -3.173
O -3.402 0.179 -3.302
C -3.880 -0.719 -4.275
C -5.365 -0.855 -4.140
O -6.004 0.273 -4.694
C -7.391 0.256 -4.457
H -1.587 -0.847 -3.016
H -1.760 0.729 -2.278
H -1.542 0.655 -4.038
H -3.447 -1.715 -4.103
H -3.635 -0.369 -5.285
H -5.617 -0.947 -3.075
H -5.685 -1.777 -4.650
H -7.802 1.179 -4.866
H -7.619 0.175 -3.392
H -7.874 -0.565 -5.007
C 0.511 -1.880 3.519
O 0.599 -0.481 3.772
C 1.768 -0.147 4.506
C 2.881 0.449 3.696
O 2.512 1.634 3.008
C 3.597 2.219 2.323
H 0.229 -2.419 4.425
H 1.443 -2.255 3.094
H -0.272 -2.023 2.775
H 2.107 -0.877 5.243
H 1.452 0.649 5.209
H 3.404 -0.219 2.993
H 3.720 0.680 4.377
H 4.509 2.178 2.929
H 3.371 3.267 2.136
H 3.780 1.721 1.367
```

Summary:
- HOMO (hartree) = -0.405
- total charge = +1
- max |F| (eV/Å) = 2.36

***

# 2
Computed, not measured: a molecular structure, C34H55BClMgN3O3P2, with ωB97M-V with the def2-TZVPD basis set.

XYZ file:
```
100
C34H55BClMgN3O3P2 (ωB97M-V with the def2-TZVPD basis set)
Mg 0.370 -0.108 -0.380
C -2.401 5.525 1.860
C -1.187 4.618 1.665
C -0.756 4.695 0.191
C -0.014 5.154 2.497
P -1.396 2.781 2.072
C -2.526 2.265 0.677
N -2.774 0.838 0.648
B -1.785 -0.214 0.444
N -2.583 -1.423 0.566
C -2.164 -2.804 0.448
P -0.773 -3.034 -0.761
C -0.031 -4.626 -0.079
C 0.777 -4.179 1.149
C 0.947 -5.203 -1.105
C -1.009 -5.720 0.358
C -1.704 -3.374 -2.360
C -2.644 -2.171 -2.546
C -2.524 -4.660 -2.424
C -0.701 -3.354 -3.519
C -3.919 -1.109 0.776
C -5.033 -1.921 0.924
C -6.284 -1.322 1.046
C -6.415 0.060 1.015
C -5.298 0.881 0.883
C -4.045 0.295 0.789
C -2.471 2.594 3.614
C -1.822 3.384 4.755
C -3.944 2.985 3.504
C -2.406 1.103 3.991
H -2.179 6.520 1.459
H -2.655 5.648 2.912
H -3.280 5.148 1.335
H -0.321 5.680 -0.004
H -1.599 4.572 -0.488
H -0.006 3.939 -0.058
H 0.182 6.196 2.226
H 0.893 4.579 2.298
H -0.206 5.120 3.569
H -2.020 2.553 -0.245
H -3.470 2.814 0.708
H -3.012 -3.420 0.141
H -1.836 -3.190 1.418
H 1.531 -3.438 0.882
H 1.281 -5.046 1.587
H 0.140 -3.744 1.922
H 1.621 -4.435 -1.496
H 0.428 -5.662 -1.947
H 1.557 -5.979 -0.631
H -1.706 -5.370 1.120
H -0.442 -6.549 0.795
H -1.586 -6.120 -0.472
H -3.458 -2.163 -1.819
H -3.088 -2.225 -3.544
H -2.103 -1.225 -2.465
H -3.210 -4.763 -1.580
H -1.889 -5.545 -2.464
H -3.130 -4.652 -3.336
H -0.149 -2.414 -3.542
H -1.244 -3.447 -4.465
H 0.018 -4.170 -3.470
H -4.943 -3.000 0.943
H -7.164 -1.943 1.159
H -7.397 0.509 1.091
H -5.423 1.955 0.840
H -1.947 4.460 4.633
H -0.754 3.166 4.839
H -2.294 3.103 5.701
H -4.086 4.041 3.283
H -4.437 2.779 4.459
H -4.459 2.395 2.750
H -1.375 0.762 4.104
H -2.893 0.471 3.250
H -2.916 0.956 4.948
Cl 4.691 -2.554 -5.748
C 3.532 -1.800 -4.689
C 2.535 -0.968 -5.238
C 1.612 -0.363 -4.437
C 1.603 -0.548 -3.019
O 0.701 0.006 -2.311
C 2.638 -1.386 -2.485
C 2.798 -1.630 -1.091
O 2.099 -1.214 -0.156
C 3.583 -1.997 -3.345
H 2.511 -0.816 -6.309
H 0.842 0.272 -4.854
H 3.659 -2.266 -0.828
H 4.354 -2.628 -2.917
C 2.702 2.581 3.374
N 2.170 1.717 2.338
C 1.628 0.426 2.740
C 1.993 2.160 1.100
O 1.410 1.558 0.198
H 3.518 2.083 3.898
H 1.920 2.835 4.093
H 3.078 3.501 2.931
H 2.080 0.143 3.689
H 1.879 -0.328 1.998
H 0.544 0.491 2.846
H 2.431 3.148 0.910
```

Summary:
- HOMO (hartree) = -0.261
- max |F| (eV/Å) = 0.19